1.
{"formula": "C12H29CdO11", "method": "ωB97M-V with the def2-TZVPD basis set", "homo_energy_ev": -12.73, "de_lowest_kcal_mol": 42.0, "energy_ha": -1469.5673, "charge": 1, "homo_lumo_gap_ha": 0.1366, "elements": ["Cd", "C", "C", "O", "H", "H", "H", "H", "H", "C", "C", "O", "C", "O", "O", "H", "H", "H", "H", "C", "C", "O", "C", "O", "O", "H", "H", "H", "H", "O", "H", "H", "O", "H", "H", "C", "C", "O", "H", "H", "H", "H", "H", "H", "C", "C", "O", "H", "H", "H", "H", "H", "H"], "coordinates": [[2.03, 0.55, 3.33], [-0.62, 0.99, 0.16], [0.44, 0.10, 0.83], [1.40, 0.98, 1.43], [-1.28, 0.36, -0.43], [-0.14, 1.69, -0.53], [-1.18, 1.60, 0.87], [0.86, -0.52, 0.03], [-0.02, -0.56, 1.56], [-1.19, 4.68, -3.34], [-0.17, 5.09, -2.26], [-0.33, 6.48, -2.09], [-1.10, 6.97, -3.12], [-1.50, 8.08, -3.22], [-1.39, 5.94, -3.95], [-2.12, 4.27, -2.93], [-0.75, 3.99, -4.05], [0.85, 4.94, -2.63], [-0.34, 4.57, -1.31], [-0.08, -2.15, -2.11], [-0.90, -1.02, -2.68], [-0.94, -1.30, -4.07], [-0.49, -2.57, -4.28], [-0.61, -3.16, -5.31], [0.06, -3.06, -3.18], [-0.46, -2.66, -1.22], [0.85, -1.72, -1.74], [-0.57, 0.02, -2.54], [-1.90, -0.92, -2.23], [3.55, 0.71, -0.78], [3.05, 0.50, 0.01], [2.92, 1.12, -1.38], [3.17, 3.34, 0.80], [2.60, 2.58, 0.91], [3.96, 2.99, 0.35], [-0.17, -6.25, 0.38], [0.64, -5.06, 0.89], [-0.22, -3.91, 0.88], [-0.02, -6.40, -0.69], [-1.23, -6.03, 0.50], [-0.07, -7.18, 0.95], [1.48, -4.92, 0.19], [1.08, -5.20, 1.88], [0.03, -3.35, 1.62], [-0.98, -0.10, 5.80], [-1.37, -0.55, 4.37], [-0.80, -1.83, 4.03], [-1.04, 0.99, 5.74], [0.07, -0.34, 5.97], [-1.75, -0.36, 6.51], [-1.05, 0.19, 3.63], [-2.43, -0.79, 4.28], [0.15, -1.83, 4.19]]}

=====

2.
{"formula": "C12H29CeClI2NOP2", "method": "ωB97M-V with the def2-TZVPD basis set", "spin_multiplicity": 2, "homo_energy_ev": [-15.37, -15.22], "s2": 0.755, "de_lowest_kcal_mol": 0.0, "energy_ha": -2817.6119, "charge": 2, "homo_lumo_gap_ha": [0.2541, 0.2410], "elements": ["I", "I", "Ce", "P", "C", "C", "H", "H", "H", "H", "H", "H", "C", "H", "H", "H", "P", "C", "C", "H", "H", "H", "C", "H", "H", "H", "H", "H", "H", "Cl", "O", "C", "C", "C", "C", "C", "C", "N", "H", "H", "H", "H", "H", "H", "H", "H", "H", "H", "H"], "coordinates": [[0.55, 0.80, -5.39], [-0.48, 3.33, -2.10], [0.21, 0.56, -1.79], [-2.65, 0.21, -1.74], [-3.75, 1.26, -0.73], [-3.29, 0.53, -3.44], [-4.39, 0.41, -3.47], [-4.44, -1.50, -1.59], [-2.79, -0.15, -4.14], [-2.83, -2.17, -2.08], [-3.53, 2.31, -0.94], [-2.99, 1.55, -3.73], [-3.36, -1.47, -1.43], [-4.81, 1.05, -0.89], [-3.11, -1.76, -0.40], [-3.50, 1.10, 0.32], [2.95, 0.26, -1.88], [3.93, 1.26, -0.74], [3.57, -1.42, -1.46], [3.16, -0.09, -4.26], [4.75, 0.47, -3.56], [3.32, 1.57, -3.85], [3.66, 0.57, -3.53], [3.04, -2.15, -2.09], [4.66, -1.47, -1.58], [5.00, 1.09, -0.86], [3.60, 1.03, 0.28], [3.27, -1.62, -0.43], [3.68, 2.32, -0.90], [0.06, -1.62, -3.27], [0.19, 0.12, 0.39], [-0.02, -0.40, 1.53], [1.04, -0.91, 2.47], [1.30, 0.02, 3.64], [0.25, -0.02, 4.72], [-1.15, 0.26, 4.23], [-1.69, -0.79, 3.28], [-1.28, -0.56, 1.90], [0.66, -1.87, 2.84], [1.95, -1.09, 1.89], [2.28, -0.19, 4.04], [1.37, 1.03, 3.25], [0.27, -0.98, 5.21], [0.50, 0.71, 5.48], [-1.85, 0.33, 5.07], [-1.19, 1.24, 3.76], [-1.37, -1.78, 3.58], [-2.78, -0.77, 3.29], [-1.94, -0.63, 1.10]]}

=====

3.
{"formula": "C12H29ClIN2P2SeSm", "method": "ωB97M-V with the def2-TZVPD basis set", "spin_multiplicity": 6, "homo_energy_ev": [-14.39, -14.37], "s2": 8.807, "de_lowest_kcal_mol": 58.7, "energy_ha": -5083.6245, "charge": 2, "homo_lumo_gap_ha": [0.1662, 0.1608], "elements": ["C", "I", "H", "H", "H", "Sm", "P", "C", "C", "H", "H", "H", "H", "H", "H", "C", "H", "H", "H", "P", "C", "C", "H", "H", "H", "C", "H", "H", "H", "H", "H", "H", "Cl", "C", "N", "C", "C", "N", "C", "C", "Se", "H", "H", "H", "H", "H", "H", "H", "H"], "coordinates": [[-0.74, 0.31, -3.98], [-3.12, 0.39, -2.52], [0.36, 0.43, -3.81], [-1.11, 1.12, -4.61], [-0.93, -0.64, -4.48], [-0.32, 0.26, -1.58], [0.16, 3.13, -1.35], [-1.33, 4.18, -1.17], [1.20, 3.78, 0.02], [1.23, 4.88, -0.03], [1.07, 5.01, -2.60], [2.21, 3.37, -0.08], [1.96, 3.46, -2.91], [-1.86, 3.91, -0.24], [0.78, 3.46, 0.98], [0.97, 3.93, -2.78], [-1.04, 5.24, -1.14], [0.38, 3.74, -3.68], [-2.00, 4.00, -2.02], [0.06, -2.54, -0.80], [-1.38, -3.60, -0.39], [0.76, -3.39, -2.27], [2.17, -2.54, 0.39], [1.48, -4.19, 0.28], [0.85, -3.02, 1.48], [1.26, -3.14, 0.47], [1.68, -2.88, -2.56], [0.96, -4.44, -2.02], [-1.07, -4.64, -0.28], [-2.12, -3.51, -1.19], [0.04, -3.33, -3.10], [-1.83, -3.24, 0.55], [2.25, 0.22, -1.81], [1.95, 0.50, 2.40], [0.84, -0.28, 2.92], [0.93, -1.24, 3.91], [-0.31, -1.71, 4.13], [-1.17, -1.04, 3.27], [-2.61, -1.20, 3.22], [-0.45, -0.18, 2.48], [-1.16, 0.95, 1.19], [2.78, 0.35, 3.10], [1.68, 1.56, 2.36], [2.25, 0.15, 1.40], [1.87, -1.45, 4.38], [-0.66, -2.44, 4.84], [-2.88, -2.20, 2.87], [-3.04, -1.03, 4.21], [-3.00, -0.45, 2.53]]}

=====

4.
{"formula": "C12H29HgN4O9P", "method": "ωB97M-V with the def2-TZVPD basis set", "homo_energy_ev": [-7.02, -6.96], "energy_ha": -1865.1908, "charge": 0, "homo_lumo_gap_ha": [0.2703, 0.2224], "elements": ["O", "H", "Hg", "N", "N", "N", "N", "O", "O", "O", "O", "C", "C", "C", "C", "C", "H", "H", "H", "C", "H", "H", "H", "C", "C", "H", "H", "H", "H", "H", "H", "H", "H", "C", "H", "H", "H", "O", "H", "H", "C", "O", "P", "O", "C", "O", "C", "H", "H", "H", "H", "H", "H", "H", "H", "H"], "coordinates": [[1.28, -1.02, -3.15], [1.95, -1.20, -3.83], [-0.69, 0.38, -0.50], [1.03, 1.63, -1.74], [1.72, 0.73, 0.65], [-2.65, -0.97, -0.39], [-0.94, -0.83, 1.62], [0.63, 2.15, -2.81], [-3.40, -0.94, -1.42], [-0.14, -0.71, 2.70], [2.02, 0.44, 1.85], [2.66, 1.42, -0.03], [2.33, 1.81, -1.37], [-3.07, -1.46, 0.77], [-2.13, -1.34, 1.87], [3.28, 2.40, -2.36], [3.40, 1.68, -3.19], [4.26, 2.59, -1.91], [2.86, 3.33, -2.77], [3.97, 1.69, 0.63], [4.51, 0.74, 0.77], [3.79, 2.14, 1.62], [4.59, 2.37, 0.02], [-4.41, -2.04, 0.84], [-2.53, -1.75, 3.24], [-4.70, -2.44, -0.12], [-5.15, -1.30, 1.13], [-4.44, -2.83, 1.58], [-1.68, -1.62, 3.90], [-2.86, -2.79, 3.26], [-3.37, -1.15, 3.61], [-2.14, -0.63, -2.30], [0.73, -0.29, 2.34], [1.65, -2.12, -1.50], [2.64, -1.64, -1.64], [1.08, -2.79, -2.10], [1.32, -2.08, -0.39], [-1.13, -0.41, -2.44], [0.83, -0.18, -3.44], [-0.68, -1.23, -2.75], [-3.69, 2.60, 0.49], [-2.61, 1.93, 1.17], [-1.12, 2.15, 0.69], [-0.13, 2.20, 1.91], [-0.58, 2.52, 3.23], [-1.03, 3.38, -0.27], [-0.01, 4.39, -0.17], [-4.58, 2.19, 0.97], [-3.70, 2.37, -0.59], [-3.64, 3.68, 0.66], [-1.21, 3.43, 3.25], [-1.11, 1.67, 3.67], [0.35, 2.71, 3.76], [-0.54, 5.33, -0.04], [0.66, 4.22, 0.68], [0.53, 4.39, -1.11]]}

=====

5.
{"formula": "C12H29N4O9PSc", "method": "ωB97M-V with the def2-TZVPD basis set", "homo_energy_ev": [-10.11, -10.23], "energy_ha": -2472.2065, "charge": 1, "homo_lumo_gap_ha": [0.1171, 0.1157], "elements": ["O", "H", "Sc", "N", "N", "N", "N", "O", "O", "O", "O", "C", "C", "C", "C", "C", "H", "H", "H", "C", "H", "H", "H", "C", "C", "H", "H", "H", "H", "H", "H", "H", "H", "C", "H", "H", "H", "O", "H", "H", "C", "O", "P", "O", "C", "O", "C", "H", "H", "H", "H", "H", "H", "H", "H", "H"], "coordinates": [[0.18, -2.23, -4.56], [-0.58, -1.87, -4.07], [-0.02, 0.02, -0.08], [1.63, -1.16, -0.71], [-0.69, -1.97, 0.46], [0.75, 1.93, -0.15], [-1.35, 1.04, 1.22], [2.79, -0.68, -0.78], [1.89, 2.31, -0.92], [-2.47, 0.49, 1.83], [-1.78, -2.13, 1.09], [-0.03, -2.81, -0.28], [1.23, -2.38, -0.90], [0.07, 2.82, 0.58], [-1.06, 2.34, 1.31], [2.15, -3.23, -1.68], [2.31, -2.75, -2.65], [1.78, -4.24, -1.85], [3.13, -3.29, -1.16], [-0.63, -4.16, -0.41], [-1.62, -4.07, -0.88], [-0.77, -4.58, 0.60], [-0.03, -4.85, -0.99], [0.55, 4.20, 0.67], [-1.85, 3.20, 2.19], [1.19, 4.51, -0.17], [1.10, 4.36, 1.60], [-0.33, 4.86, 0.67], [-2.45, 2.66, 2.93], [-2.53, 3.80, 1.57], [-1.18, 3.89, 2.72], [2.00, 1.62, -1.63], [-2.47, -0.48, 1.55], [-1.42, 0.09, -1.61], [-1.65, -0.01, -2.67], [-1.42, 1.16, -1.31], [-2.16, -0.45, -0.99], [2.20, 0.91, -4.15], [1.94, 0.06, -4.56], [1.49, 1.09, -3.52], [2.27, 2.00, 3.56], [1.04, 1.47, 3.14], [1.14, -0.07, 2.28], [-0.09, -0.65, 3.08], [0.07, -1.09, 4.43], [1.93, -1.50, 1.87], [2.71, -2.21, 2.80], [2.01, 2.92, 4.07], [2.90, 2.17, 2.68], [2.73, 1.28, 4.24], [1.00, -0.71, 4.87], [-0.76, -0.76, 5.05], [0.09, -2.16, 4.35], [3.20, -1.49, 3.44], [2.03, -2.86, 3.35], [3.44, -2.79, 2.25]]}

=====

6.
{"formula": "C12H29N5ORhS3", "method": "ωB97M-V with the def2-TZVPD basis set", "spin_multiplicity": 2, "homo_energy_ev": [-13.51, -13.50], "s2": 0.760, "energy_ha": -2128.1195, "charge": 2, "homo_lumo_gap_ha": [0.1898, 0.1889], "elements": ["Rh", "N", "C", "C", "N", "C", "C", "N", "H", "H", "H", "H", "H", "H", "H", "H", "H", "H", "H", "H", "H", "C", "C", "S", "O", "C", "C", "H", "H", "H", "H", "H", "H", "H", "H", "H", "H", "S", "C", "S", "C", "N", "C", "C", "N", "H", "H", "H", "H", "H", "H"], "coordinates": [[0.02, -0.40, 0.51], [0.03, -2.39, -0.71], [1.06, -3.29, -0.17], [2.33, -2.50, 0.13], [2.09, -1.30, 0.94], [2.21, -1.48, 2.39], [0.97, -2.17, 3.00], [-0.26, -1.44, 2.62], [-0.85, -2.89, -0.81], [0.31, -2.06, -1.64], [1.31, -4.08, -0.89], [0.66, -3.77, 0.72], [2.77, -2.19, -0.82], [3.05, -3.17, 0.63], [2.76, -0.59, 0.66], [2.32, -0.50, 2.85], [3.09, -2.08, 2.65], [1.10, -2.20, 4.09], [0.90, -3.19, 2.63], [-0.41, -0.69, 3.29], [-1.06, -2.07, 2.67], [-1.67, 1.73, 4.07], [-1.80, 1.87, 2.56], [-0.20, 1.76, 1.70], [-1.59, 2.22, -0.34], [0.46, 3.44, 2.00], [-0.31, 4.54, 1.31], [-2.65, 1.90, 4.51], [-1.00, 2.48, 4.49], [-1.33, 0.75, 4.37], [-2.21, 2.84, 2.30], [-2.43, 1.09, 2.14], [1.50, 3.40, 1.68], [0.43, 3.56, 3.09], [-0.30, 4.40, 0.23], [0.15, 5.49, 1.55], [-1.35, 4.58, 1.63], [-2.70, 1.02, -2.37], [-1.48, 1.48, -1.30], [0.14, 0.81, -1.71], [-0.19, -0.53, -3.61], [-1.36, -0.84, -4.13], [-1.39, -0.69, -5.59], [0.02, -0.16, -5.89], [0.63, -0.13, -4.56], [-2.18, -1.15, -3.63], [-2.18, 0.00, -5.89], [-1.58, -1.66, -6.07], [0.02, 0.84, -6.34], [0.59, -0.83, -6.54], [1.56, 0.21, -4.41]]}

=====

7.
{"formula": "C12H29NO13P2S", "method": "ωB97M-V with the def2-TZVPD basis set", "homo_energy_ev": -9.42, "smiles": "CN(C)C(=O)C[C@H]1COS(=O)(=O)O1.COP(=O)(OC)OC.COP(=O)(OC)OC", "energy_ha": -2587.9318, "charge": 0, "homo_lumo_gap_ha": 0.2311, "elements": ["C", "N", "C", "C", "O", "C", "C", "C", "O", "S", "O", "O", "O", "H", "H", "H", "H", "H", "H", "H", "H", "H", "H", "H", "C", "O", "P", "O", "O", "C", "O", "C", "H", "H", "H", "H", "H", "H", "H", "H", "H", "C", "O", "P", "O", "O", "C", "O", "C", "H", "H", "H", "H", "H", "H", "H", "H", "H"], "coordinates": [[0.17, -1.37, 0.03], [0.14, -0.33, -1.07], [1.43, -0.26, -1.86], [-0.32, 1.03, -0.57], [0.41, 1.75, 0.33], [-1.79, 1.55, -1.16], [-2.97, 0.41, -1.03], [-2.94, -0.91, -2.00], [-3.62, -1.97, -1.21], [-4.10, -1.47, 0.39], [-5.61, -1.66, 0.69], [-3.33, -2.34, 1.46], [-3.43, 0.10, 0.36], [0.81, -1.08, 0.97], [-0.96, -1.51, 0.38], [0.49, -2.40, -0.46], [1.85, 0.84, -1.97], [1.24, -0.62, -2.98], [2.24, -1.02, -1.43], [-2.11, 2.47, -0.48], [-1.64, 1.91, -2.28], [-3.92, 0.99, -1.45], [-1.93, -1.41, -2.30], [-3.56, -0.76, -3.02], [-2.26, 2.98, 2.89], [-2.86, 4.13, 2.32], [-4.57, 4.25, 2.54], [-4.71, 4.82, 1.13], [-4.36, 5.51, 3.58], [-3.64, 5.29, 4.77], [-6.28, 4.38, 2.76], [-6.85, 3.24, 3.36], [-1.70, 2.45, 2.11], [-1.57, 3.28, 3.67], [-3.01, 2.30, 3.31], [-2.59, 5.55, 4.62], [-3.72, 4.25, 5.10], [-4.05, 5.93, 5.56], [-6.40, 3.07, 4.34], [-6.70, 2.37, 2.72], [-7.93, 3.40, 3.49], [7.57, -5.36, -2.67], [6.46, -4.86, -3.39], [5.41, -3.81, -2.51], [4.20, -4.43, -3.21], [5.91, -2.53, -3.40], [7.27, -2.16, -3.34], [4.35, -2.77, -1.62], [4.69, -2.67, -0.25], [7.57, -6.45, -2.73], [8.49, -4.98, -3.12], [7.53, -5.06, -1.62], [7.82, -2.63, -4.17], [7.73, -2.44, -2.39], [7.35, -1.07, -3.46], [5.71, -2.30, -0.14], [4.60, -3.65, 0.22], [4.00, -1.98, 0.24]]}

=====

8.
{"formula": "C12H29NOSi", "method": "ωB97M-V with the def2-TZVPD basis set", "homo_energy_ev": -8.34, "smiles": "CCCCNCCO[Si](CC)(CC)CC", "de_lowest_kcal_mol": 0.0, "energy_ha": -894.1457, "charge": 0, "homo_lumo_gap_ha": 0.3411, "elements": ["O", "N", "C", "C", "C", "C", "C", "C", "C", "C", "C", "C", "C", "C", "Si", "H", "H", "H", "H", "H", "H", "H", "H", "H", "H", "H", "H", "H", "H", "H", "H", "H", "H", "H", "H", "H", "H", "H", "H", "H", "H", "H", "H", "H"], "coordinates": [[0.32, -0.36, -0.45], [2.25, -0.01, 1.91], [-0.72, 1.57, 5.18], [-1.58, 1.83, -1.02], [-1.92, -2.80, -1.46], [0.59, 0.10, -4.68], [1.49, -1.12, -0.19], [1.77, -1.25, 1.34], [1.42, 1.20, 1.88], [0.43, 1.06, 4.25], [0.14, 1.21, 2.77], [-1.82, 0.74, -2.04], [-0.97, -2.18, -2.46], [0.96, -0.04, -3.24], [-0.37, -0.47, -2.00], [2.55, -0.18, 2.86], [-0.58, 1.28, 6.22], [-0.83, 2.66, 5.16], [-1.65, 1.15, 4.84], [-2.31, 2.64, -1.08], [-0.61, 2.28, -1.23], [-1.58, 1.43, 0.00], [-2.45, -3.66, -1.90], [-2.67, -2.08, -1.11], [-1.39, -3.16, -0.59], [-0.21, 0.84, -4.82], [0.22, -0.84, -5.07], [1.45, 0.36, -5.32], [2.36, -0.61, -0.63], [1.32, -2.11, -0.63], [2.47, -2.08, 1.54], [0.85, -1.52, 1.86], [1.15, 1.38, 0.82], [2.04, 2.06, 2.20], [1.34, 1.58, 4.54], [0.65, 0.04, 4.54], [-0.49, 0.42, 2.40], [-0.43, 2.13, 2.51], [-2.73, 0.19, -1.78], [-1.95, 1.16, -3.06], [-1.44, -2.01, -3.44], [-0.13, -2.85, -2.67], [1.67, -0.87, -3.12], [1.41, 0.89, -2.85]]}

=====

What did the third record say?
{"formula": "C12H29ClIN2P2SeSm", "method": "ωB97M-V with the def2-TZVPD basis set", "spin_multiplicity": 6, "homo_energy_ev": [-14.39, -14.37], "s2": 8.807, "de_lowest_kcal_mol": 58.7, "energy_ha": -5083.6245, "charge": 2, "homo_lumo_gap_ha": [0.1662, 0.1608], "elements": ["C", "I", "H", "H", "H", "Sm", "P", "C", "C", "H", "H", "H", "H", "H", "H", "C", "H", "H", "H", "P", "C", "C", "H", "H", "H", "C", "H", "H", "H", "H", "H", "H", "Cl", "C", "N", "C", "C", "N", "C", "C", "Se", "H", "H", "H", "H", "H", "H", "H", "H"], "coordinates": [[-0.74, 0.31, -3.98], [-3.12, 0.39, -2.52], [0.36, 0.43, -3.81], [-1.11, 1.12, -4.61], [-0.93, -0.64, -4.48], [-0.32, 0.26, -1.58], [0.16, 3.13, -1.35], [-1.33, 4.18, -1.17], [1.20, 3.78, 0.02], [1.23, 4.88, -0.03], [1.07, 5.01, -2.60], [2.21, 3.37, -0.08], [1.96, 3.46, -2.91], [-1.86, 3.91, -0.24], [0.78, 3.46, 0.98], [0.97, 3.93, -2.78], [-1.04, 5.24, -1.14], [0.38, 3.74, -3.68], [-2.00, 4.00, -2.02], [0.06, -2.54, -0.80], [-1.38, -3.60, -0.39], [0.76, -3.39, -2.27], [2.17, -2.54, 0.39], [1.48, -4.19, 0.28], [0.85, -3.02, 1.48], [1.26, -3.14, 0.47], [1.68, -2.88, -2.56], [0.96, -4.44, -2.02], [-1.07, -4.64, -0.28], [-2.12, -3.51, -1.19], [0.04, -3.33, -3.10], [-1.83, -3.24, 0.55], [2.25, 0.22, -1.81], [1.95, 0.50, 2.40], [0.84, -0.28, 2.92], [0.93, -1.24, 3.91], [-0.31, -1.71, 4.13], [-1.17, -1.04, 3.27], [-2.61, -1.20, 3.22], [-0.45, -0.18, 2.48], [-1.16, 0.95, 1.19], [2.78, 0.35, 3.10], [1.68, 1.56, 2.36], [2.25, 0.15, 1.40], [1.87, -1.45, 4.38], [-0.66, -2.44, 4.84], [-2.88, -2.20, 2.87], [-3.04, -1.03, 4.21], [-3.00, -0.45, 2.53]]}